Density functional theory data (ωB97M-V with the def2-TZVPD basis set) for C19H31BN8O6Ru as an isolated structure.

Summary:
Net charge: +1
Multiplicity: 6
<S²>: 8.801
Relative energy (zero: lowest compared OMol25 entry of this formula, charge and spin) in eV: 0.000
Strongest force on any atom in eV/A: 4.085
E_HOMO (alpha / beta) in eV: -9.508 / -9.901

CARTESIAN COORDINATES (ANGSTROEM)
O -1.848 2.549 -0.649
H -3.095 4.874 -4.566
C -1.869 -1.270 3.779
H 1.917 -0.385 -2.728
H 4.789 -0.859 4.352
C -2.511 4.081 -2.611
O 1.477 -2.165 -1.775
H 3.963 -1.793 2.379
C 1.804 -4.224 5.138
C 2.403 -1.283 -2.498
H -3.421 1.959 -6.450
H 0.688 -3.897 -0.304
O 0.628 -0.038 6.348
N -0.001 -2.754 4.390
N 0.741 -2.988 0.148
H -2.367 -1.602 2.855
C -2.316 2.037 -6.790
O 1.341 -0.813 0.102
C -1.861 -3.376 5.399
H 2.127 -4.698 6.026
H -1.062 -0.512 3.522
H 0.006 4.711 -6.798
H 2.029 -4.867 4.261
H 2.346 -3.240 5.170
H -0.198 3.287 -7.832
H -2.283 1.837 -7.899
H 2.702 -1.842 -3.394
C -1.745 3.286 -4.809
C 2.871 -0.480 4.994
N 3.227 0.260 6.081
N 0.389 -2.943 1.532
O -1.136 0.421 0.209
N 3.806 -1.206 4.297
H 0.357 2.969 -6.202
H -0.978 -5.061 6.550
O -0.471 1.157 -2.035
N 0.723 0.204 5.079
C -1.851 3.038 -2.008
C -1.039 2.199 -2.795
B -1.113 1.307 -0.778
C -1.311 -2.446 4.448
Ru 1.224 -1.727 2.866
H -3.696 4.559 -6.420
H -0.268 -3.713 1.737
C -1.725 3.401 -6.315
H 3.312 -1.249 -1.891
C -0.823 -4.216 5.841
C -0.275 3.638 -6.784
H -2.896 4.940 -2.115
H -2.206 5.529 -6.243
H 3.302 -2.993 3.428
H -2.895 -3.423 5.730
H -2.657 -0.710 4.333
C 0.361 -3.831 5.123
N 3.355 -1.961 3.182
H -0.465 1.614 -4.817
C -2.515 4.161 -4.039
C -2.605 4.639 -6.722
N 1.701 -0.492 4.407
H 2.426 0.328 6.729
H -2.554 4.949 -7.802
C 1.220 -1.863 -0.496
H 4.023 -0.182 6.566
C -0.944 2.293 -4.156
H -1.821 1.108 -6.364
H -0.436 -0.231 0.085